Formula: C45H55BKN9O2PS3
Source: the OMol25 dataset
Level of theory: wB97M-V/def2-TZVPD

CARTESIAN COORDINATES (ANGSTROEM)
K  1.306  0.511  0.755
C  -2.841  4.622  -1.798
C  -3.253  3.313  -2.477
C  -2.286  3.027  -3.623
C  -4.652  3.440  -3.089
N  -3.305  2.266  -1.423
C  -4.298  2.339  -0.447
C  -4.039  1.397  0.467
N  -2.896  0.728  0.084
B  -2.101  -0.240  0.999
N  -2.341  0.194  2.471
C  -3.074  -0.484  3.419
C  -2.961  0.175  4.582
N  -2.117  1.264  4.368
C  -1.775  1.290  3.039
S  -0.939  2.480  2.170
C  -1.790  2.225  5.452
C  -2.884  3.291  5.481
C  -0.421  2.881  5.275
C  -1.752  1.463  6.782
N  -2.607  -1.684  0.804
C  -3.723  -2.056  0.088
C  -3.838  -3.394  0.144
N  -2.756  -3.870  0.884
C  -2.014  -2.796  1.315
S  -0.658  -2.779  2.319
C  -2.600  -5.283  1.316
C  -3.054  -5.383  2.771
C  -1.156  -5.770  1.165
C  -3.472  -6.176  0.431
C  -2.424  1.265  -1.075
S  -1.029  0.742  -1.870
H  -2.795  5.428  -2.532
H  -3.547  4.904  -1.015
H  -1.857  4.504  -1.341
H  -2.397  3.838  -4.347
H  -1.256  2.980  -3.291
H  -2.516  2.084  -4.117
H  -4.624  4.183  -3.887
H  -4.961  2.485  -3.518
H  -5.406  3.759  -2.370
H  -5.085  3.069  -0.477
H  -4.551  1.164  1.385
H  -0.967  -0.089  0.698
H  -3.588  -1.402  3.194
H  -3.374  -0.061  5.543
H  -2.887  3.841  4.538
H  -3.865  2.833  5.623
H  -2.705  3.995  6.296
H  -0.388  3.531  4.410
H  -0.213  3.464  6.175
H  0.361  2.128  5.160
H  -2.737  1.131  7.108
H  -1.091  0.599  6.708
H  -1.364  2.127  7.554
H  -4.329  -1.336  -0.433
H  -4.562  -4.036  -0.316
H  -2.432  -4.739  3.393
H  -4.097  -5.071  2.864
H  -2.961  -6.411  3.127
H  -0.484  -5.260  1.848
H  -1.132  -6.843  1.362
H  -0.801  -5.612  0.144
H  -4.538  -5.988  0.566
H  -3.214  -6.050  -0.622
H  -3.291  -7.214  0.707
O  3.008  -1.031  1.532
C  3.789  -0.119  1.873
C  5.188  -0.254  1.266
C  6.254  -0.449  2.142
C  7.561  -0.513  1.686
C  7.828  -0.319  0.337
C  6.783  -0.076  -0.542
C  5.458  -0.051  -0.099
P  4.043  0.166  -1.257
C  4.821  0.168  -2.908
C  4.712  -1.008  -3.647
C  5.282  -1.098  -4.910
C  5.946  -0.008  -5.453
C  6.035  1.178  -4.733
C  5.475  1.265  -3.468
C  3.606  1.935  -1.051
C  4.140  2.769  -0.071
C  3.653  4.062  0.090
C  2.633  4.534  -0.722
C  2.088  3.704  -1.696
C  2.562  2.412  -1.853
H  6.034  -0.555  3.199
H  8.373  -0.702  2.380
H  8.847  -0.348  -0.032
H  7.002  0.082  -1.591
H  4.137  -1.831  -3.240
H  5.184  -2.013  -5.481
H  6.380  -0.075  -6.443
H  6.540  2.036  -5.161
H  5.543  2.190  -2.907
H  4.923  2.400  0.579
H  4.066  4.695  0.866
H  2.249  5.538  -0.587
H  1.274  4.055  -2.319
H  2.102  1.755  -2.586
C  -1.417  -1.552  -4.810
N  -0.588  -2.032  -3.719
C  -1.144  -2.735  -2.707
C  -0.440  -3.066  -1.610
C  0.901  -2.564  -1.529
N  1.451  -1.877  -2.506
C  0.745  -1.562  -3.624
O  1.200  -0.911  -4.554
N  1.618  -2.839  -0.414
H  -2.092  -2.345  -5.135
H  -0.765  -1.260  -5.626
H  -1.991  -0.681  -4.487
H  -2.186  -3.003  -2.832
H  -0.883  -3.618  -0.797
H  1.087  -3.148  0.392
H  2.390  -2.236  -0.148

Its total charge is -1. As for the spin multiplicity: 1. The calculation puts the HOMO-LUMO gap at 5.3903 eV.

Here are the Löwdin charges for atoms 1 to 99, given in e:
1. K 0.523
2. C -0.025
3. C -0.549
4. C -0.087
5. C -0.046
6. N 0.001
7. C -0.065
8. C -0.067
9. N 0.018
10. B -0.700
11. N 0.032
12. C -0.071
13. C -0.054
14. N -0.002
15. C -0.687
16. S 0.631
17. C -0.554
18. C -0.032
19. C -0.080
20. C -0.053
21. N 0.053
22. C -0.046
23. C -0.058
24. N -0.014
25. C -0.732
26. S 0.693
27. C -0.556
28. C -0.038
29. C -0.065
30. C -0.057
31. C -0.674
32. S 0.705
33. H 0.085
34. H 0.079
35. H 0.092
36. H 0.084
37. H 0.033
38. H 0.071
39. H 0.084
40. H 0.092
41. H 0.066
42. H 0.106
43. H 0.123
44. H 0.006
45. H 0.119
46. H 0.104
47. H 0.081
48. H 0.081
49. H 0.084
50. H 0.013
51. H 0.081
52. H 0.096
53. H 0.070
54. H 0.097
55. H 0.083
56. H 0.120
57. H 0.102
58. H 0.056
59. H 0.085
60. H 0.086
61. H 0.020
62. H 0.083
63. H 0.080
64. H 0.076
65. H 0.091
66. H 0.085
67. O -0.300
68. C -0.282
69. C -0.262
70. C -0.071
71. C -0.107
72. C -0.112
73. C -0.092
74. C -0.320
75. P 1.112
76. C -0.378
77. C -0.094
78. C -0.085
79. C -0.103
80. C -0.096
81. C -0.096
82. C -0.408
83. C -0.083
84. C -0.083
85. C -0.096
86. C -0.085
87. C -0.119
88. H 0.101
89. H 0.091
90. H 0.089
91. H 0.090
92. H 0.090
93. H 0.098
94. H 0.093
95. H 0.095
96. H 0.107
97. H 0.101
98. H 0.099
99. H 0.095